[1]
The following is a DFT calculation (wB97M-V/def2-TZVPD) of a single C2HCl2NO molecule in a non-equilibrium geometry.

```
! RIJCOSX wB97M-V def2-TZVPD def2/J DEFGRID3
* xyz 0 1
C 0.27 -0.28 1.66
C -0.74 -0.22 0.70
N 1.06 -0.37 2.50
O 0.50 0.49 -2.47
Cl -0.41 -0.52 -0.93
Cl -2.03 0.86 1.05
H 1.35 0.05 -2.51
*
```

Calculated values
molar mass	125.94	g mol⁻¹
HOMO-LUMO gap (alpha / beta)	0.2850 / 0.3325	Ha
E_HOMO (alpha / beta)	-9.63 / -11.11	eV
lowest unoccupied orbital energy (alpha / beta)	-1.88 / -2.06	eV
energy relative to the best compared isomer or geometry (same formula, charge and spin)	401.2	kJ/mol

=====

[2]
The following is a DFT calculation (wB97M-V/def2-TZVPD) of a 2-piece molecular cluster, C2HCl2NS overall in a non-equilibrium geometry.

```
! RIJCOSX wB97M-V def2-TZVPD def2/J DEFGRID3
* xyz 0 1
N 0.18 -0.48 2.07
C 0.40 -0.07 1.02
C 1.00 0.41 -0.17
S 0.52 1.72 -0.86
Cl 2.38 -0.60 -0.56
Cl -2.04 -0.77 -0.31
H -2.44 -0.21 -1.19
*
```

Calculated values
molar mass	142.01	g mol⁻¹
HOMO-LUMO gap	0.3110	Ha
E_HOMO	-10.23	eV
lowest unoccupied orbital energy	-1.76	eV
structure (SMILES)	N#CC(=S)Cl.Cl
energy relative to the best compared isomer or geometry (same formula, charge and spin)	108.2	kJ/mol

=====

[3]
The following is a DFT calculation (wB97M-V/def2-TZVPD) of C2HCl2NS as an isolated structure in a non-equilibrium geometry.

```
! RIJCOSX wB97M-V def2-TZVPD def2/J DEFGRID3
* xyz 0 1
C -0.47 -1.25 -0.11
C 0.75 -0.69 0.00
N -1.50 -1.72 -0.35
S -1.15 2.15 -0.46
Cl 1.86 -1.11 1.25
Cl 1.04 0.64 -1.00
H -0.53 1.99 0.68
*
```

Calculated values
molar mass	142.01	g mol⁻¹
HOMO-LUMO gap (alpha / beta)	0.2691 / 0.2894	Ha
E_HOMO (alpha / beta)	-9.37 / -9.95	eV
lowest unoccupied orbital energy (alpha / beta)	-2.04 / -2.07	eV
energy relative to the best compared isomer or geometry (same formula, charge and spin)	273.7	kJ/mol

=====

[4]
The following is a DFT calculation (wB97M-V/def2-TZVPD) of a 2-piece molecular cluster, C2HCl3N overall in a non-equilibrium geometry.

```
! RIJCOSX wB97M-V def2-TZVPD def2/J DEFGRID3
* xyz 1 1
C 0.31 0.28 0.06
C 2.80 0.64 -0.07
N 1.49 0.45 -0.01
Cl 2.69 -2.60 0.11
Cl 3.64 0.72 -1.55
Cl 3.54 0.89 1.48
H -0.44 -0.52 0.26
*
```

Calculated values
molar mass	145.40	g mol⁻¹
HOMO-LUMO gap (alpha / beta)	0.3219 / 0.2432	Ha
E_HOMO (alpha / beta)	-16.29 / -14.54	eV
lowest unoccupied orbital energy (alpha / beta)	-7.53 / -7.92	eV
energy relative to the best compared isomer or geometry (same formula, charge and spin)	246.3	kJ/mol

=====

[5]
The following is a DFT calculation (wB97M-V/def2-TZVPD) of C2HCl3O3 as an isolated structure in a non-equilibrium geometry.

```
! RIJCOSX wB97M-V def2-TZVPD def2/J DEFGRID3
* xyz 0 1
C -0.45 0.60 -0.56
C -0.66 -0.94 1.14
O -1.48 1.08 -0.64
O 1.49 1.41 -1.66
O 0.65 0.27 -0.68
Cl -0.79 -2.61 0.61
Cl -1.98 -0.17 1.86
Cl 0.85 -0.55 1.95
H 2.36 0.91 -2.03
*
```

Calculated values
molar mass	179.39	g mol⁻¹
HOMO-LUMO gap (alpha / beta)	0.3040 / 0.3259	Ha
E_HOMO (alpha / beta)	-9.98 / -9.31	eV
lowest unoccupied orbital energy (alpha / beta)	-1.71 / -0.45	eV
energy relative to the best compared isomer or geometry (same formula, charge and spin)	490.9	kJ/mol

=====

[6]
The following is a DFT calculation (wB97M-V/def2-TZVPD) of a single C2HCl3S2 molecule in a non-equilibrium geometry.

```
! RIJCOSX wB97M-V def2-TZVPD def2/J DEFGRID3
* xyz 0 1
S -1.54 1.68 0.49
C -0.64 0.87 1.51
S 0.86 -0.32 0.53
C -0.48 0.99 2.95
Cl -1.94 1.36 3.82
Cl 0.96 1.86 3.51
Cl -0.10 -0.77 3.50
H 1.35 0.64 -0.23
*
```

Calculated values
molar mass	195.52	g mol⁻¹
HOMO-LUMO gap	0.2794	Ha
E_HOMO	-9.24	eV
lowest unoccupied orbital energy	-1.64	eV
structure (SMILES)	S=C(S)C(Cl)(Cl)Cl
energy relative to the best compared isomer or geometry (same formula, charge and spin)	117.3	kJ/mol

=====

[7]
The following is a DFT calculation (wB97M-V/def2-TZVPD) of an isolated ion of composition C2HCl4N3P and charge +1 in a non-equilibrium geometry.

```
! RIJCOSX wB97M-V def2-TZVPD def2/J DEFGRID3
* xyz 1 1
C -1.23 -0.84 0.59
C -0.07 1.34 0.29
N 0.69 -1.71 0.47
N 1.04 0.96 -0.19
N -1.20 0.47 0.40
P 1.39 -0.73 -0.53
Cl -2.36 -1.91 0.76
Cl -0.43 2.97 0.66
Cl 3.35 -0.79 -0.51
Cl 0.83 -0.93 -2.58
H -2.03 1.17 0.64
*
```

Calculated values
molar mass	239.84	g mol⁻¹
HOMO-LUMO gap	0.3075	Ha
E_HOMO	-14.46	eV
lowest unoccupied orbital energy	-6.09	eV
energy relative to the best compared isomer or geometry (same formula, charge and spin)	374.9	kJ/mol

=====

[8]
The following is a DFT calculation (wB97M-V/def2-TZVPD) of C2HCl5NO3S as an isolated structure in a non-equilibrium geometry.

```
! RIJCOSX wB97M-V def2-TZVPD def2/J DEFGRID3
* xyz -1 1
C 0.37 -0.16 -0.43
C 2.00 0.62 0.38
N -0.55 0.20 0.50
O -2.09 -0.60 -1.44
O -2.00 -1.97 0.63
O -3.09 0.16 0.65
S -2.07 -0.65 0.02
Cl 0.65 -1.84 -0.54
Cl 0.27 0.71 -1.92
Cl 2.08 0.08 1.98
Cl 1.70 2.34 0.18
Cl 3.35 0.01 -0.67
H -0.62 1.11 0.66
*
```

Calculated values
molar mass	296.37	g mol⁻¹
HOMO-LUMO gap	0.3078	Ha
E_HOMO	-5.63	eV
lowest unoccupied orbital energy	2.74	eV
energy relative to the best compared isomer or geometry (same formula, charge and spin)	0.0	kJ/mol